# 1
C3H8OSi | ωB97M-V/def2-TZVPD

Output
**Energy relative to the best compared isomer or geometry (same formula, charge and spin)**: 63.58 kcal/mol
**Frontier orbital gap**: 10.8 eV
**Maximum force**: 3.50 eV Å⁻¹
**HOMO**: -9.95 eV

Structure (XYZ):
```
13
C3H8OSi (ωB97M-V/def2-TZVPD)
C -1.8535 0.3271 -1.3882
C -1.1922 0.7244 -0.3313
Si 0.6563 0.7585 -0.2308
C 1.2155 -0.5493 1.0654
O 0.7064 -1.7735 0.5490
H -3.0168 0.1237 -1.3546
H -1.3922 0.0345 -2.2766
H -1.9169 0.7646 0.5220
H 1.1911 2.0014 0.6388
H 1.2846 0.9257 -1.6583
H 2.2799 -0.7382 1.2513
H 0.9386 -0.2784 2.0275
H 1.0991 -2.3205 1.1857
```



# 2
C3H8OSi | ωB97M-V/def2-TZVPD

Output
**Energy relative to the best compared isomer or geometry (same formula, charge and spin)**: 49.54 kcal/mol
**Frontier orbital gap**: 10.0 eV
**Maximum force**: 6.20 eV Å⁻¹
**HOMO**: -9.01 eV

Structure (XYZ):
```
13
C3H8OSi (ωB97M-V/def2-TZVPD)
C 2.2063 -0.1029 -0.1691
C 0.7733 -0.0430 0.1212
C -0.0256 -1.1612 0.0814
O -1.5255 -1.0597 0.3602
Si -2.5327 0.2121 -0.0059
H 2.2930 -1.0410 -0.6862
H 2.6863 0.7182 -0.7732
H 2.7313 -0.1374 0.7408
H 0.2695 0.8952 0.3413
H 0.3603 -2.0934 0.2493
H -2.2234 0.7340 -1.4928
H -3.5442 -0.6760 -0.3299
H -2.3228 1.3188 0.9514
```



# 3
C3H8P2 | ωB97M-V/def2-TZVPD

Output
**Energy relative to the best compared isomer or geometry (same formula, charge and spin)**: 14.18 kcal/mol
**Frontier orbital gap**: 9.8 eV
**Maximum force**: 2.98 eV Å⁻¹
**HOMO**: -8.80 eV

Structure (XYZ):
```
13
C3H8P2 (ωB97M-V/def2-TZVPD)
C -1.6079 -0.5640 1.2690
P -0.4240 1.0046 1.0787
P -0.1374 0.7522 -1.1192
C 1.7758 0.6986 -0.9562
C 1.1043 -0.6365 -0.9238
H -1.0588 -1.4257 1.1800
H -2.1963 -0.7544 0.4403
H -2.3263 -0.6402 2.0281
H -1.5807 1.7546 0.7118
H 1.8662 1.2711 -0.0844
H 2.3250 0.8864 -1.8309
H 1.0616 -1.2642 -1.8460
H 1.1985 -1.0825 0.0527
```



# 4
C3H8S | ωB97M-V/def2-TZVPD

Output
**Energy relative to the best compared isomer or geometry (same formula, charge and spin)**: 22.60 kcal/mol
**Frontier orbital gap**: 10.5 eV
**Maximum force**: 0.66 eV Å⁻¹
**HOMO**: -9.63 eV

Structure (XYZ):
```
12
C3H8S (ωB97M-V/def2-TZVPD)
C 0.1493 -1.2648 2.0369
C -0.9151 -0.4928 2.1775
C -1.7318 -0.0664 0.9843
H 0.7710 -1.6710 2.8242
H 0.3931 -1.6206 1.0390
H -1.2356 -0.2234 3.1788
H -1.6923 -0.8920 0.2682
H -2.7759 0.1522 1.2083
H -1.2933 0.7902 0.4679
S 3.1089 1.7601 -4.2053
H 3.0884 2.5373 -5.2928
H 2.1333 0.9911 -4.6870
```



# 5
C3H8S | ωB97M-V/def2-TZVPD

Output
**Energy relative to the best compared isomer or geometry (same formula, charge and spin)**: 64.81 kcal/mol
**Frontier orbital gap**: 9.9 eV
**Maximum force**: 4.38 eV Å⁻¹
**HOMO**: -9.13 eV

Structure (XYZ):
```
12
C3H8S (ωB97M-V/def2-TZVPD)
C 0.7518 -1.4885 4.1386
C 0.6212 -0.7133 2.9746
H 0.0303 -1.6140 4.8669
H 1.4388 -2.3087 4.3770
H -0.4072 -0.3237 2.8382
H 1.5702 -0.1365 2.7504
C -0.8396 0.1101 -3.1119
S -0.1525 1.0684 -1.7098
H -0.8338 0.7766 -3.9870
H -0.1460 -0.6143 -3.5194
H -1.8399 -0.2954 -3.0499
H -0.5726 -0.0282 -0.9266
```



# 6
C3H8S2 | ωB97M-V/def2-TZVPD

Output
**Energy relative to the best compared isomer or geometry (same formula, charge and spin)**: 18.79 kcal/mol
**Frontier orbital gap**: 9.5 eV
**Maximum force**: 3.76 eV Å⁻¹
**HOMO**: -8.79 eV

Structure (XYZ):
```
13
C3H8S2 (ωB97M-V/def2-TZVPD)
C -1.9104 -0.1533 1.4333
C -0.7814 0.2428 0.4501
S -1.0374 -0.2241 -1.2254
C 0.6435 -0.2486 0.8963
S 1.9971 0.2617 -0.2471
H -2.8001 0.2935 1.1795
H -1.7077 0.0120 2.4516
H -2.0620 -1.2549 1.3122
H -0.5621 1.2828 0.4731
H 0.2471 -0.2664 -1.6825
H 0.7169 -1.3974 0.9411
H 0.9313 0.1863 1.8715
H 2.1724 1.4974 0.3355
```



# 7
C3H8S2 | ωB97M-V/def2-TZVPD

Output
**Energy relative to the best compared isomer or geometry (same formula, charge and spin)**: 8.83 kcal/mol
**Frontier orbital gap**: 9.4 eV
**Maximum force**: 2.03 eV Å⁻¹
**HOMO**: -8.57 eV

Structure (XYZ):
```
13
C3H8S2 (ωB97M-V/def2-TZVPD)
C 1.9473 1.4257 -0.4499
C 1.0920 0.3892 0.3252
S -0.6613 0.8757 -0.0253
S -1.6607 -0.3275 1.2467
C -2.3438 -1.5898 0.0540
H 1.7179 1.4586 -1.5111
H 1.8960 2.4405 -0.0072
H 2.9897 1.0776 -0.2904
H 1.2189 0.4927 1.4033
H 1.2347 -0.6086 -0.0742
H -3.2974 -2.0688 0.5057
H -1.6303 -2.3770 -0.2096
H -2.5029 -1.1884 -0.9672
```



# 8
C3H8S4 | ωB97M-V/def2-TZVPD

Output
**Energy relative to the best compared isomer or geometry (same formula, charge and spin)**: 35.35 kcal/mol
**Frontier orbital gap (alpha / beta)**: 7.0 / 7.7 eV
**Maximum force**: 3.07 eV Å⁻¹
**HOMO (alpha / beta)**: -7.54 / -7.59 eV

Structure (XYZ):
```
15
C3H8S4 (ωB97M-V/def2-TZVPD)
C 0.2452 -1.9225 -0.4879
C -0.6413 -1.0322 -1.3229
C 0.0263 1.0679 1.1832
S 0.2950 0.0982 -2.2525
S -0.7646 0.4712 2.6601
S -0.6029 2.6255 0.5922
S 1.7426 0.7809 1.3749
H 0.4260 -2.9239 -0.9344
H 1.2798 -1.5667 -0.2484
H -0.1535 -2.3606 0.3616
H -1.4816 -0.7502 -0.7915
H -0.6409 1.1832 -2.1782
H -1.8531 -0.0258 2.0903
H -0.0451 2.5210 -0.6152
H 2.1680 1.8339 0.5687
```



# 9
C3H8Se | ωB97M-V/def2-TZVPD

Output
**Energy relative to the best compared isomer or geometry (same formula, charge and spin)**: 13.03 kcal/mol
**Frontier orbital gap (alpha / beta)**: 8.9 / 8.9 eV
**Maximum force**: 3.11 eV Å⁻¹
**HOMO (alpha / beta)**: -8.51 / -8.51 eV

Structure (XYZ):
```
12
C3H8Se (ωB97M-V/def2-TZVPD)
C -0.6280 1.3537 0.0472
C 0.0130 0.0050 0.4414
C -0.4691 -1.2075 -0.3184
Se 2.3080 0.3450 -0.1969
H -0.1979 2.2563 0.5538
H -1.6822 1.4769 0.4128
H -0.5510 1.3587 -0.9913
H 0.0570 0.0244 1.5838
H -0.0221 -2.1891 0.1697
H -1.5117 -1.2251 -0.2080
H -0.2098 -1.1779 -1.4208
H 2.8939 -1.0204 -0.0734
```



# 10
C3H8Se | ωB97M-V/def2-TZVPD

Output
**Energy relative to the best compared isomer or geometry (same formula, charge and spin)**: 23.30 kcal/mol
**Frontier orbital gap**: 10.1 eV
**Maximum force**: 5.59 eV Å⁻¹
**HOMO**: -9.23 eV

Structure (XYZ):
```
12
C3H8Se (ωB97M-V/def2-TZVPD)
Se 3.4466 -0.1707 -0.3689
H 4.6788 0.7334 -0.5770
H 2.6090 0.8347 0.2500
C 0.0069 0.3852 0.0303
C -0.9360 -0.5415 -0.1811
C -2.2637 -0.3325 0.3275
H 0.9819 0.1024 -0.5172
H -0.0384 1.3059 0.4723
H -0.5448 -1.4805 -0.5367
H -2.6501 -1.2150 0.7109
H -2.4286 0.5749 0.9287
H -2.8617 -0.1965 -0.5388
```



# 11
C3H9Ag2ClO4P | ωB97M-V/def2-TZVPD

Output
**Energy relative to the best compared isomer or geometry (same formula, charge and spin)**: 40.41 kcal/mol
**Total charge**: +1
**Frontier orbital gap**: 6.5 eV
**Maximum force**: 3.31 eV Å⁻¹
**HOMO**: -12.42 eV

Structure (XYZ):
```
20
C3H9Ag2ClO4P (ωB97M-V/def2-TZVPD)
Ag 3.9576 4.0087 -1.5279
Ag 2.5607 2.5919 -3.9900
Cl 2.2191 2.6121 -1.7658
C 1.3923 0.3754 -0.6407
O -0.0048 0.1324 -0.3910
P -0.5898 -0.0721 1.1026
O -0.5508 1.1488 1.9211
O -2.0370 -0.6814 0.9446
C -3.2601 0.0487 0.6298
O 0.2407 -1.3468 1.6409
C 0.3547 -2.5097 0.8106
H 1.5271 1.4202 -0.9204
H 1.7381 -0.2917 -1.4304
H 1.9315 0.2186 0.2935
H -3.6640 -0.3403 -0.3049
H -3.0299 1.0915 0.4116
H -3.9908 -0.0173 1.4360
H -0.0930 -3.3571 1.3299
H 1.4173 -2.6518 0.6133
H -0.1188 -2.3802 -0.1626
```



# 12
C3H9B | ωB97M-V/def2-TZVPD

Output
**Energy relative to the best compared isomer or geometry (same formula, charge and spin)**: 33.91 kcal/mol
**Frontier orbital gap**: 11.0 eV
**Maximum force**: 3.88 eV Å⁻¹
**HOMO**: -10.30 eV

Structure (XYZ):
```
13
C3H9B (ωB97M-V/def2-TZVPD)
B 0.8212 1.3636 -0.2238
C -1.3664 0.0853 -0.1607
C 0.6569 -1.2642 0.1921
C 0.1434 0.1255 0.0959
H 2.0364 1.5518 -0.0958
H 0.1486 2.0595 -0.7112
H -1.5048 -0.2819 -1.2506
H -1.7681 1.1510 -0.1398
H -1.8430 -0.6458 0.5939
H 1.2697 -1.4951 -0.6967
H 1.2921 -1.6808 1.0642
H -0.1788 -1.9225 0.0820
H 0.2929 0.9537 1.2505
```



> Number 1 is which compound?

C3H8OSi



> Which value of energy relative to the best compared isomer or geometry (same formula, charge and spin) does entry 4 give?

22.60 kcal/mol



> Which of these has the lowest energy relative to the best compared isomer or geometry (same formula, charge and spin)?

number 7



> Which of these has the lowest maximum force?

number 4